Model i:
17
Properties=species:S:1:pos:R:3:nbo_charge:R:1 method="wB97M-V/def2-TZVPD" charge=+1 homo_ev=-13.82
C -0.82797 1.85231 -0.49300 -0.02
C 1.62762 -1.53915 -1.08233 -0.44
C -0.47462 1.57824 1.84151 -0.47
C -0.51878 -1.43317 -0.09390 0.15
N 0.22564 -1.59659 -1.13589 -0.42
N -0.67493 1.07123 0.48770 -0.44
H -1.04955 1.26364 -1.32174 0.18
H -0.90551 2.88336 -0.38083 0.18
H 1.79352 -0.70909 -0.48323 0.23
H 2.08570 -2.41387 -0.56324 0.24
H 2.04330 -1.45810 -2.07353 0.24
H 0.20890 1.02580 2.51712 0.22
H -1.44945 1.63108 2.34439 0.23
H -0.13208 2.60404 1.75103 0.20
H -1.52172 -1.66413 -0.16634 0.21
H -0.24288 -0.91948 0.78708 0.25
H -0.18720 -2.17614 -1.93480 0.44

---

Model ii:
17
Properties=species:S:1:pos:R:3:nbo_charge:R:1 method="wB97M-V/def2-TZVPD" smiles="[H]/N=C/CC[NH2+]C" charge=+1 homo_ev=-14.84
C -0.30515 -0.87705 -0.29236 -0.22
C 0.69567 -0.74315 0.82695 -0.47
C -1.79419 0.86514 0.29200 -0.45
C 1.99979 -0.48537 0.09721 0.19
N -0.77597 0.47438 -0.59370 -0.52
N 1.79128 0.62566 -0.53414 -0.69
H 0.08177 -1.44118 -1.05254 0.24
H -1.11089 -1.44676 0.19251 0.23
H 0.48879 0.13911 1.33007 0.23
H -1.80827 1.98912 0.27214 0.23
H -2.68001 0.69826 -0.20259 0.23
H -1.75754 0.50561 1.34686 0.25
H 2.82678 -1.13544 0.08009 0.21
H 0.86497 -1.70200 1.41489 0.25
H 2.52910 0.85371 -1.18644 0.37
H -1.07011 0.49193 -1.51085 0.43
H 0.02398 1.18803 -0.48011 0.49

---

Here are the energies relative to the best structure, in kJ/mol: model i 50.4; model ii 0.0.

---

Model i:
17
Properties=species:S:1:pos:R:3:nbo_charge:R:1 method="wB97M-V/def2-TZVPD" charge=+1 homo_ev=-13.10
C -0.36001 1.12807 -2.12144 -0.63
C -0.57816 1.38709 -0.63625 -0.24
C -2.02932 0.26239 0.96334 0.14
N -1.25117 0.20245 -0.03530 -0.38
H 0.27923 0.25594 -2.27233 0.22
H -1.31385 0.96394 -2.62094 0.23
H 0.13139 1.97283 -2.59636 0.26
H 0.35276 1.51620 -0.08606 0.24
H -1.21553 2.25647 -0.49487 0.23
H -2.41309 -0.65350 1.39560 0.24
H -2.23238 1.23443 1.39655 0.23
H -0.95154 -0.66450 -0.46254 0.44
C 2.29293 -2.19603 1.18549 -0.06
N 2.57034 -2.00172 2.40243 -0.55
H 2.48222 -3.18938 0.78943 0.18
H 1.89704 -1.42768 0.51615 0.11
H 2.33913 -1.04701 2.67706 0.32

---

Model ii:
17
Properties=species:S:1:pos:R:3:nbo_charge:R:1 method="wB97M-V/def2-TZVPD" charge=+1 homo_ev=-15.22
C -2.00293 0.06350 -0.47064 0.25
C 1.98421 -0.33935 -0.16815 0.26
C -3.42178 0.03330 -0.16001 -0.71
C 3.39614 0.03736 -0.29374 -0.70
N -1.16170 -0.23509 0.42292 -0.64
N 1.22771 0.02342 0.75362 -0.62
H -1.74326 0.71923 -1.35189 0.21
H 1.64805 -1.12694 -0.86094 0.20
H -3.52239 0.81743 0.68838 0.27
H -3.72679 -0.92302 0.33078 0.25
H -4.00339 0.30334 -1.04112 0.26
H 3.46155 0.77229 -1.15646 0.27
H 4.14379 -0.80847 -0.47441 0.28
H 3.61598 0.60791 0.60147 0.22
H -1.73648 -0.64941 1.25004 0.38
H 1.77961 0.81441 1.30222 0.39
H 0.06169 -0.10992 0.62793 0.42

---

Model iii:
17
Properties=species:S:1:pos:R:3:nbo_charge:R:1 method="wB97M-V/def2-TZVPD" smiles="CCCNC=[NH2+]" charge=+1 homo_ev=-15.18
C 0.44671 1.75644 0.89683 -0.63
C 0.92438 0.86449 -0.24001 -0.45
C 1.22219 -0.57365 0.13570 -0.21
N 0.15293 -1.55730 -0.26212 -0.53
C -1.10027 -1.23166 0.00459 0.44
N -2.15012 -1.10402 -0.76387 -0.71
H 0.60523 1.35368 1.89747 0.22
H -0.62140 1.97790 0.81155 0.21
H 0.85168 2.76425 0.92512 0.25
H 1.78028 1.26136 -0.79013 0.25
H 0.16701 0.89421 -1.02490 0.21
H 1.40148 -0.70943 1.19945 0.23
H 2.09873 -1.00736 -0.33405 0.24
H 0.31217 -2.13514 -1.08282 0.41
H -1.17250 -0.77050 0.99080 0.21
H -2.78401 -0.32540 -0.64872 0.45
H -2.13449 -1.45786 -1.71490 0.42

---

Here are the energies relative to the best structure, in kJ/mol: model i 125.5; model ii 70.8; model iii 0.0.

---

Model i:
17
Properties=species:S:1:pos:R:3:nbo_charge:R:1 method="wB97M-V/def2-TZVPD" charge=+1 homo_ev=-13.45
C -0.54097 0.77931 0.96828 -0.37
C -1.88383 0.40195 0.46240 -0.20
C -0.56594 -0.32860 -0.11135 0.06
C -0.03640 0.00351 -1.38461 -0.13
N -0.56670 -1.68162 0.35776 -0.79
N 2.28783 0.48432 -0.13587 -1.10
H 0.19211 0.38991 1.67248 0.28
H -0.37506 1.82438 0.73240 0.26
H -2.55251 -0.13774 1.10438 0.29
H -2.15794 1.04796 -0.37587 0.25
H -0.18569 1.01860 -1.70600 0.24
H -0.11710 -0.81252 -2.08487 0.25
H 3.19660 0.12018 -0.36506 0.40
H -0.06412 -1.86848 1.21574 0.41
H -0.46359 -2.37436 -0.39613 0.41
H 2.38746 0.81763 0.81289 0.40
H 1.44584 0.31558 -0.76657 0.34

---

Model ii:
17
Properties=species:S:1:pos:R:3:nbo_charge:R:1 method="wB97M-V/def2-TZVPD" charge=+1 homo_ev=-13.08
C 0.55326 -1.47536 0.05523 0.49
C 1.86663 -1.98351 -0.34041 -0.75
C -0.85114 1.24694 1.19494 -0.40
C -0.30222 0.09034 -1.07773 -0.39
N -0.12001 -1.70054 1.07478 -0.64
N -1.07906 1.16835 -0.27883 -0.52
H 2.66076 -1.93320 0.49269 0.29
H 1.63787 -3.06865 -0.36424 0.28
H 2.11259 -1.68318 -1.32473 0.25
H -1.02940 0.31617 1.59802 0.23
H 0.26357 1.47186 1.36204 0.24
H -1.47490 2.07816 1.52450 0.24
H 0.64460 0.51295 -1.46352 0.22
H -0.80350 -0.40326 -1.87625 0.23
H -1.10346 -1.58797 1.01791 0.37
H -2.12086 0.97200 -0.42259 0.44
H -0.93689 2.07114 -0.67986 0.43

---

Here are the energies relative to the best structure, in kJ/mol: model i 191.9; model ii 0.0.

---

Model i:
17
Properties=species:S:1:pos:R:3:nbo_charge:R:1 method="wB97M-V/def2-TZVPD" charge=+1 homo_ev=-14.68
C 1.50828 -1.17211 0.47726 -0.23
C 0.20883 -0.89461 -0.09657 0.51
C -1.08709 -1.45138 -0.62806 -0.68
C 1.56705 1.29746 -0.75481 -0.44
N 1.09593 0.00343 -0.29459 -0.20
N -1.24036 0.98254 1.65866 -1.10
H 1.56478 -0.94186 1.51814 0.21
H 2.24896 -1.84449 0.00700 0.23
H -1.11104 -2.53755 -0.52638 0.27
H -1.13433 -1.18734 -1.73196 0.28
H -1.71292 -0.92667 0.06867 0.27
H 2.63826 1.44809 -0.82043 0.26
H 1.03686 1.62400 -1.63072 0.25
H 1.24138 1.98234 0.02220 0.25
H -1.78959 0.27349 1.99221 0.35
H -2.00197 1.46495 1.04019 0.38
H -1.08421 1.48959 2.53331 0.39

---

Model ii:
17
Properties=species:S:1:pos:R:3:nbo_charge:R:1 method="wB97M-V/def2-TZVPD" charge=+1 homo_ev=-12.54
C -1.37114 0.95177 -0.89347 -0.65
C -0.86803 0.33180 0.40671 -0.40
C -1.04788 -0.97956 0.64833 0.04
N -0.45988 -1.72938 1.66865 -0.79
H -2.44663 0.82129 -1.02490 0.24
H -1.19343 2.02829 -0.87309 0.22
H -0.90194 0.51215 -1.77917 0.21
H -0.70914 1.05394 1.20437 0.23
H -1.71065 -1.54150 -0.01024 0.21
H -1.11776 -2.38498 2.07253 0.40
H -0.12830 -1.10657 2.39807 0.38
C 2.11511 0.91570 -0.77808 0.15
N 1.92624 -0.27595 -0.36972 -0.60
H 1.41751 1.71419 -0.56085 0.23
H 3.02991 1.17617 -1.29955 0.23
H 2.55695 -1.00136 -0.69333 0.44
H 0.90905 -0.48599 -0.11624 0.46

---

Model iii:
17
Properties=species:S:1:pos:R:3:nbo_charge:R:1 method="wB97M-V/def2-TZVPD" charge=+1 homo_ev=-12.34
C 1.29879 -1.26858 -0.36201 0.02
C -0.95546 0.30434 1.56201 -0.69
C 0.77180 -0.42471 -1.23229 -0.57
C -0.71133 1.16041 0.30445 0.32
N 2.60766 -1.16157 0.06078 -0.77
N -1.60986 1.51089 -0.52146 -0.65
H 0.88490 -2.31164 -0.16529 0.23
H -0.74252 1.02820 2.40017 0.27
H -0.08103 -0.40026 1.51650 0.26
H -1.85365 -0.19019 1.75275 0.25
H -0.10943 -0.69653 -1.72333 0.21
H 1.22686 0.56086 -1.58608 0.21
H 0.40108 1.47086 0.40634 0.27
H 2.79908 -1.54574 0.93240 0.38
H 3.15168 -0.36331 -0.14777 0.39
H -1.45968 2.24593 -1.19628 0.44
H -2.41829 0.90742 -0.58379 0.44

---

Here are the energies relative to the best structure, in kJ/mol: model i 108.7; model ii 0.0; model iii 24.1.

---

Model i:
12
Properties=species:S:1:pos:R:3:nbo_charge:R:1 method="wB97M-V/def2-TZVPD" smiles="SCC1=NSCO1" charge=0 homo_ev=-8.41
C -1.43260 -0.66860 -0.46691 -0.58
C -0.23030 -0.20561 0.28963 0.52
C 2.02863 0.19415 0.37942 -0.22
H -2.18775 1.48959 -1.06071 0.13
H -1.22762 -1.65918 -0.89934 0.25
H -2.28337 -0.76186 0.23168 0.25
H 2.41600 1.03204 -0.22941 0.19
H 2.81502 -0.53642 0.54972 0.20
N -0.29728 0.37498 1.42088 -0.60
O 0.95897 -0.44279 -0.31048 -0.49
S -1.85252 0.43360 -1.85802 -0.01
S 1.29281 0.75009 1.95355 0.36

---

Model ii:
12
Properties=species:S:1:pos:R:3:nbo_charge:R:1 method="wB97M-V/def2-TZVPD" smiles="S=C(NS)[C@H]1CO1" charge=0 homo_ev=-8.76
C 0.38610 -0.97053 0.20799 0.09
C 0.30648 0.48697 0.69280 -0.05
C 1.15810 1.49148 -0.00951 -0.11
H -2.18602 0.16124 -0.87220 0.12
H -0.81177 -2.52857 -0.48359 0.43
H -0.41017 0.65484 1.58851 0.24
H 1.22325 2.60975 0.28021 0.22
H 1.85148 0.90598 -0.63425 0.22
N -0.87261 -1.50749 -0.11875 -0.76
O -0.08308 1.15963 -0.59972 -0.53
S -2.38614 -0.74955 0.03027 0.22
S 1.82440 -1.71376 -0.08176 -0.09

---

Here are the energies relative to the best structure, in kJ/mol: model i 0.0; model ii 204.6.

---

Model i:
12
Properties=species:S:1:pos:R:3:nbo_charge:R:1 method="wB97M-V/def2-TZVPD" smiles="S/N=C1/CSCO1" charge=0 homo_ev=-8.65
C -0.50946 -0.46944 -0.00200 0.55
C 0.75958 -1.26157 0.08897 -0.62
C 1.05791 1.23873 0.23333 -0.20
H -2.58679 0.76951 -1.24914 0.10
H 0.75878 -2.11313 -0.60559 0.26
H 0.87158 -1.68610 1.10147 0.24
H 1.27076 2.12606 -0.34868 0.22
H 1.13655 1.45199 1.31917 0.19
N -1.67850 -0.97132 0.01574 -0.60
O -0.23166 0.88287 -0.11739 -0.50
S -2.96042 0.16380 -0.11658 0.16
S 2.11167 -0.13140 -0.31930 0.20

---

Model ii:
12
Properties=species:S:1:pos:R:3:nbo_charge:R:1 method="wB97M-V/def2-TZVPD" smiles="CSC(=S)NC=O" charge=0 homo_ev=-8.99
C 0.79715 -0.41410 -2.21089 -0.74
C -0.13412 -0.60875 0.37259 -0.07
C -0.82530 1.31297 1.88072 0.54
H 1.78434 -0.42911 -1.77489 0.24
H 0.49978 -1.43477 -2.44682 0.24
H 0.76102 0.17732 -3.12679 0.23
H -0.66300 -0.59062 2.32945 0.43
H -0.80758 2.15294 1.10449 0.15
N -0.61985 -0.01829 1.46347 -0.66
O -1.13918 1.57713 3.02205 -0.54
S -0.40668 0.32418 -1.07861 0.30
S 0.75341 -2.04888 0.46524 -0.13

---

Here are the energies relative to the best structure, in kJ/mol: model i 88.0; model ii 0.0.

---

Model i:
20
Properties=species:S:1:pos:R:3:nbo_charge:R:1 method="wB97M-V/def2-TZVPD" charge=+1 homo_ev="-12.70 / -12.70"
C 0.65508 0.12029 2.79974 -0.01
C -0.65682 -0.17984 2.42021 -0.23
C 1.62967 0.00775 1.74228 -0.23
C -0.95657 -0.79071 1.26093 -0.05
C 1.30148 -0.36702 0.49382 -0.06
C -0.03458 -0.76618 0.23223 -0.18
C -0.39343 1.08633 -2.64928 0.23
C -0.35500 -1.27738 -1.04047 0.56
N -0.42959 -0.14462 -2.97936 -0.36
N -0.30933 -1.29202 -2.29506 -0.26
N -0.17831 1.65172 -1.53237 -0.74
S -0.11689 -2.69133 -3.28970 0.33
H 0.85077 0.36708 3.88955 0.27
H -1.52072 0.01061 2.99358 0.24
H 2.53928 0.50782 1.93818 0.25
H -1.93104 -1.02399 0.99992 0.24
H 1.86735 -0.28507 -0.39221 0.24
H -0.29872 1.73974 -3.49572 0.20
H -0.08879 2.67994 -1.35657 0.39
H -0.38469 -1.89268 -4.33187 0.18

---

Model ii:
20
Properties=species:S:1:pos:R:3:nbo_charge:R:1 method="wB97M-V/def2-TZVPD" charge=+1 homo_ev="-12.36 / -12.43"
C 2.38198 1.14960 0.23774 -0.08
C 1.40940 1.77087 -0.55749 -0.22
C 2.23900 -0.16480 0.65371 -0.23
C 0.25744 1.07567 -0.80778 -0.07
C 1.03789 -0.86535 0.51285 -0.06
C -0.04481 -0.29227 -0.26334 -0.28
C -3.33578 -1.83500 -0.29307 0.15
C -1.25273 -0.75327 -0.38892 0.43
N -3.84011 -0.71826 0.03956 -0.13
N -3.17592 0.17116 0.58954 -0.28
N -1.88980 -1.81724 -0.56066 -0.51
S -3.42768 1.80654 0.18011 0.29
H 3.28344 1.60085 0.57074 0.23
H 1.70338 2.62842 -1.05471 0.24
H 3.00102 -0.57946 1.27464 0.24
H -0.41286 1.64342 -1.42512 0.23
H 0.76358 -1.81136 0.75351 0.21
H -4.02767 -2.56433 -0.66812 0.25
H -1.47324 -2.66825 -0.82285 0.44
H -3.68171 2.05384 1.47750 0.15

---

Here are the energies relative to the best structure, in kJ/mol: model i 161.5; model ii 0.0.

---

Model i:
26
Properties=species:S:1:pos:R:3:nbo_charge:R:1 method="wB97M-V/def2-TZVPD" smiles=Cc1c[nH]cn1.CC(C)C charge=0 homo_ev=-8.64
C 0.47693 -1.47523 -2.08380 -0.64
C -0.56818 1.91202 -2.03858 0.18
C 0.41071 0.01049 -1.92709 0.10
C 0.98705 0.79597 -0.97197 -0.13
N -0.57046 0.73119 -2.58149 -0.46
N 0.42423 2.05722 -1.11928 -0.53
H -1.18059 2.75513 -2.33187 0.19
H 0.39066 2.66687 -0.31678 0.41
H 1.90278 0.62922 -0.43041 0.22
H 1.46323 -1.79472 -2.43619 0.22
H -0.25415 -1.78533 -2.81868 0.24
H 0.34699 -2.01209 -1.14573 0.22
C -0.25532 -0.65446 1.94840 -0.24
C 0.95523 -0.20509 2.76055 -0.61
C -0.26905 -2.17755 1.71422 -0.60
C -1.55803 -0.21775 2.61603 -0.61
H -0.20248 -0.17109 0.96635 0.21
H 1.34488 0.76623 2.44976 0.20
H 1.80023 -0.88114 2.61404 0.20
H -0.54337 -2.67104 2.64386 0.20
H -0.87140 -2.46550 0.86065 0.21
H 0.77480 -2.49032 1.59415 0.20
H -1.46163 0.72853 3.15423 0.20
H -2.41176 -0.21061 1.93885 0.21
H -1.83827 -0.90773 3.41294 0.20
H 0.68637 -0.17730 3.81992 0.21

---

Model ii:
26
Properties=species:S:1:pos:R:3:nbo_charge:R:1 method="wB97M-V/def2-TZVPD" smiles=CCc1c[nH]cn1.CCC charge=0 homo_ev=-8.57
C 0.70557 2.55165 -2.19606 -0.44
C 2.05804 2.08358 -2.72764 -0.61
C -0.22779 1.45028 -1.76855 0.11
C -0.02756 0.35213 -0.96614 -0.13
C -2.16502 0.64129 -1.34598 0.17
N -1.59603 1.66145 -1.92441 -0.47
N -1.27250 -0.24104 -0.82531 -0.53
H 0.79740 3.28210 -1.39694 0.21
H 0.05982 2.98426 -2.96279 0.23
H 2.80329 2.80193 -2.37051 0.21
H 0.81304 -0.11854 -0.49751 0.22
H -3.20194 0.34626 -1.38425 0.19
H -1.54220 -1.11138 -0.43275 0.42
H 2.06875 1.94361 -3.79856 0.22
H 2.44399 1.21343 -2.18215 0.20
C 0.09711 -1.72812 1.82664 -0.39
C 0.63445 -2.71064 2.87345 -0.61
C -1.14650 -0.98353 2.40621 -0.62
H 0.90586 -1.03307 1.61564 0.20
H -0.17927 -2.28709 0.92550 0.18
H -0.12746 -3.44357 3.17078 0.20
H 0.65540 -2.16396 3.82356 0.21
H -0.70627 -0.23348 3.06990 0.21
H -1.55465 -0.39392 1.59381 0.21
H 1.51283 -3.23032 2.50837 0.21
H -1.80835 -1.63331 2.96570 0.21

---

Model iii:
26
Properties=species:S:1:pos:R:3:nbo_charge:R:1 method="wB97M-V/def2-TZVPD" charge=0 homo_ev="-8.20 / -8.20"
C 2.99260 -1.66526 -0.15822 -0.37
C 1.67525 -1.43819 -0.07902 -0.27
C 1.08129 -0.43711 0.73147 0.30
C -3.69116 0.61913 -0.62613 -0.59
C 2.39625 1.19549 -1.22526 -0.46
C -0.36586 -0.44081 1.22616 -0.43
C -2.77420 -0.05930 0.42518 -0.40
C -1.28951 0.06731 0.07992 -0.39
N 1.93262 0.58717 1.09848 -0.53
N 1.43271 1.18145 -0.13793 -0.31
H 3.31108 -2.45043 -0.88225 0.21
H 3.74972 -1.12931 0.54879 0.23
H 0.99190 -2.09572 -0.56698 0.21
H -3.62534 1.67549 -0.57721 0.21
H -4.86635 0.55487 -0.34365 0.20
H -3.51244 0.24992 -1.55828 0.20
H 3.11000 1.94523 -1.12637 0.20
H 3.03747 0.30078 -1.28852 0.20
H 1.77490 1.29290 -2.09679 0.20
H -0.70981 -1.41059 1.55354 0.22
H -0.20783 0.21516 2.03916 0.20
H -3.02458 -1.15343 0.60744 0.20
H -2.99126 0.56629 1.37474 0.20
H -0.89572 -0.41672 -0.81487 0.20
H -1.04525 1.06915 -0.00216 0.22
H 1.51353 1.17654 1.79876 0.35

---

Here are the energies relative to the best structure, in kJ/mol: model i 0.0; model ii 39.2; model iii 437.8.